The following is a quantum chemistry calculation of C42H46N3O3P2PdS2Se as an isolated structure, from the OMol25 dataset.

Energy relative to the best compared isomer or geometry (same formula, charge and spin) (eV): 0.651
LUMO (Eh): -0.0854
Calculated total energy (eV): -163986.377
Largest force on an atom (eV/A): 0.7
Spin multiplicity: 1
HOMO-LUMO gap (Ha): 0.2707
Total charge: +1

Each line ends with the Löwdin charge.
Atoms and positions in Å:
Pd1 1.45 -0.01 -0.46  0.4484
O1 2.60 -0.28 -2.98  0.0593
C1 2.68 0.33 -1.96  -0.4871
C2 3.68 1.41 -1.68  -0.2150
C3 4.95 1.41 -2.23  0.0011
C4 5.81 2.45 -1.92  -0.0494
C5 5.39 3.49 -1.10  -0.0550
C6 4.11 3.50 -0.58  -0.0582
C7 3.25 2.45 -0.86  -0.3033
P1 1.51 2.26 -0.40  0.9938
C8 0.67 3.33 -1.61  -0.3457
C9 0.07 2.71 -2.71  -0.1028
C10 -0.46 3.47 -3.74  -0.0713
C11 -0.39 4.85 -3.69  -0.0713
C12 0.21 5.48 -2.60  -0.0668
C13 0.75 4.72 -1.58  -0.0913
C14 1.36 3.04 1.23  -0.3512
C15 2.23 2.58 2.22  -0.1002
C16 2.14 3.07 3.51  -0.0719
C17 1.18 4.01 3.84  -0.0735
C18 0.31 4.47 2.86  -0.0749
C19 0.39 3.98 1.56  -0.0973
H1 5.26 0.60 -2.88  0.1272
H2 6.82 2.46 -2.32  0.1123
H3 6.08 4.30 -0.86  0.1111
H4 3.78 4.32 0.06  0.1129
H5 0.04 1.62 -2.74  0.0910
H6 -0.90 2.98 -4.60  0.1079
H7 -0.80 5.45 -4.49  0.1084
H8 0.28 6.56 -2.57  0.1096
H9 1.25 5.22 -0.75  0.1055
H10 2.99 1.84 1.97  0.1110
H11 2.83 2.71 4.27  0.1110
H12 1.12 4.40 4.85  0.1084
H13 -0.43 5.23 3.11  0.1067
H14 -0.29 4.36 0.81  0.0957
N1 0.03 -0.75 1.63  0.0273
C20 -0.97 -0.63 2.63  -0.2634
C21 -0.62 -0.16 3.90  -0.0173
C22 -1.54 -0.11 4.93  -0.0704
C23 -2.84 -0.57 4.73  -0.1045
C24 -3.20 -1.02 3.47  -0.0788
C25 -2.31 -1.02 2.40  -0.1750
C26 -2.78 -1.50 1.07  -0.2717
C27 -3.27 -2.79 0.92  -0.1036
C28 -3.61 -3.29 -0.33  -0.1042
C29 -3.42 -2.51 -1.46  -0.0905
C30 -2.99 -1.20 -1.33  -0.1287
C31 -2.73 -0.69 -0.07  -0.4563
H15 0.95 -0.73 2.06  0.0525
H16 -0.07 -1.64 1.13  -0.0930
H17 0.40 0.13 4.07  0.1126
H18 -1.23 0.24 5.90  0.1088
H19 -3.55 -0.58 5.54  0.1096
H20 -4.21 -1.38 3.30  0.1269
H21 -3.33 -3.43 1.79  0.1292
H22 -3.96 -4.30 -0.43  0.1176
H23 -3.61 -2.92 -2.45  0.1142
H24 -2.85 -0.58 -2.21  0.1025
C32 2.56 -6.89 0.21  -0.0441
C33 2.98 -5.62 0.93  -0.4222
C34 4.27 -5.02 0.39  -0.0679
O2 1.87 -4.67 0.93  -0.3147
P2 1.37 -3.66 -0.18  -0.0478
S1 -0.53 -3.33 0.07  0.5101
S2 2.62 -2.03 -0.03  0.3514
O3 1.72 -4.47 -1.50  -0.3115
C35 1.65 -4.09 -2.90  -0.4245
C36 3.05 -3.73 -3.36  -0.0463
C37 0.62 -3.01 -3.21  -0.0752
H25 3.32 -7.66 0.38  0.0869
H26 2.46 -6.72 -0.86  0.0737
H27 1.61 -7.25 0.60  0.0875
H28 3.10 -5.83 1.99  0.1408
H29 4.19 -4.81 -0.67  0.0637
H30 5.07 -5.74 0.55  0.0891
H31 4.52 -4.10 0.92  0.0609
H32 1.33 -5.01 -3.39  0.1422
H33 3.39 -2.82 -2.87  0.0516
H34 3.05 -3.56 -4.44  0.0891
H35 3.74 -4.54 -3.14  0.0803
H36 0.88 -2.06 -2.74  0.0399
H37 -0.37 -3.31 -2.87  0.0535
H38 0.61 -2.87 -4.29  0.0914
C38 -5.13 1.51 -1.90  0.0099
N2 -5.24 1.74 -0.46  -0.0899
C39 -6.40 2.10 0.17  -0.0073
C40 -6.10 2.24 1.49  -0.0061
N3 -4.77 1.96 1.63  -0.0861
C41 -4.05 1.97 2.91  0.0120
C42 -4.24 1.64 0.43  -0.4491
Se1 -2.40 1.19 0.18  1.1667
H39 -5.86 2.14 -2.40  0.1027
H40 -5.31 0.47 -2.13  0.1000
H41 -4.13 1.80 -2.22  0.0831
H42 -7.32 2.23 -0.36  0.1382
H43 -6.72 2.52 2.32  0.1381
H44 -4.57 2.66 3.57  0.1067
H45 -3.03 2.30 2.75  0.0813
H46 -4.04 0.97 3.34  0.0623